1.
The following is a DFT calculation (ωB97M-V with the def2-TZVPD basis set) of 2 unconnected molecules or ions with the total composition C5H10NO2.

Structure (XYZ):
```
18
C5H10NO2 ωB97M-V with the def2-TZVPD basis set
C -1.896 2.058 2.085
N -2.680 1.080 2.751
C 0.844 -0.900 0.505
C 1.002 0.295 -0.300
C 0.772 0.246 -1.899
O 0.129 1.348 -2.168
C 1.012 -2.226 0.002
O 1.418 -2.512 -1.117
H -2.367 3.067 2.097
H -1.800 1.840 1.005
H -0.907 2.262 2.500
H 0.098 -0.806 1.295
H -3.475 0.880 2.145
H 0.258 1.033 0.059
H 1.954 0.772 -0.070
H 1.751 0.087 -2.389
H 0.166 -0.659 -2.067
H 0.763 -3.043 0.694
```

Highest occupied orbital energy: -2.36 eV
Charge: -1
Frontier orbital gap: 2.79 eV

These are the natural (NBO) partial charges, in e, on atoms 1 to 2: atom 1 (C): -0.440, atom 2 (N): -0.811

2.
The following is a DFT calculation (ωB97M-V with the def2-TZVPD basis set) of a gas-phase ion, C5H10NO2 (charge -1).

Structure (XYZ):
```
18
C5H10NO2 ωB97M-V with the def2-TZVPD basis set
C 2.030 -1.087 -0.240
C 1.036 -0.995 0.879
N -0.344 -0.706 0.359
C -2.336 0.588 0.134
C -0.806 0.684 0.332
C -0.196 1.438 -0.911
O -0.192 0.872 -2.019
O 0.370 2.527 -0.606
H 2.009 -0.099 -0.741
H 2.025 -1.773 -1.091
H 3.131 -1.158 -0.048
H 0.773 -1.825 1.539
H 1.328 -0.153 1.512
H -0.337 -1.148 -0.553
H -2.742 0.203 1.074
H -2.802 1.532 -0.155
H -2.479 -0.129 -0.673
H -0.468 1.228 1.210
```

Highest occupied orbital energy: -3.49 eV
Charge: -1
Frontier orbital gap: 7.54 eV
SMILES: CCN[C@H](C)C(=O)[O-]

These are the natural (NBO) partial charges, in e, on atoms 1 to 2: atom 1 (C): -0.666, atom 2 (C): -0.236

Which one is most stable, and which one is least stable? 2 is the most stable of them, while 1 is the least stable.

1.
The following is a DFT calculation (ωB97M-V with the def2-TZVPD basis set) of C4H3Br in the gas phase.

Structure (XYZ):
```
8
C4H3Br ωB97M-V with the def2-TZVPD basis set
C -1.604 0.589 -1.607
C -0.712 0.355 -0.823
C 0.654 -0.588 1.333
C 0.680 0.053 0.164
Br 2.151 0.971 -0.523
H -2.371 0.416 -2.284
H 1.442 -0.643 1.943
H -0.241 -1.153 1.796
```

Highest occupied orbital energy: -9.77 eV
Frontier orbital gap: 10.48 eV
SMILES: C#CC(=C)Br

These are the natural (NBO) partial charges, in e, on atoms 1 to 2: atom 1 (C): -0.255, atom 2 (C): -0.026

2.
The following is a DFT calculation (ωB97M-V with the def2-TZVPD basis set) of C4H3Br in the gas phase.

Structure (XYZ):
```
8
C4H3Br ωB97M-V with the def2-TZVPD basis set
C -1.228 1.370 -1.752
C -0.755 0.264 -1.499
C 0.735 -0.685 1.982
C -0.172 -0.958 -1.324
Br 0.789 -1.283 0.193
H -1.411 2.197 -2.385
H 0.437 0.162 2.431
H 1.605 -1.066 2.354
```

Highest occupied orbital energy (alpha / beta): -7.74 / -8.57 eV
Frontier orbital gap (alpha / beta): 6.75 / 8.16 eV

These are the natural (NBO) partial charges, in e, on atoms 1 to 2: atom 1 (C): -0.197, atom 2 (C): -0.184

Which one is most stable, and which one is least stable? 1 is the most stable of them, while 2 is the least stable.